1.
The following is a quantum chemistry calculation of a structure of composition C28H27AlF9O7PS5, from the OMol25 dataset.

Geometry as XYZ:
```
78
Properties=species:S:1:pos:R:3:mulliken_charge:R:1
Al 1.0693 0.2857 -2.2021 0.644
C 2.0431 3.7872 -4.1049 -0.698
C 1.8569 4.7187 -2.9117 -0.790
S 2.2897 3.9724 -1.3187 0.010
C 0.8173 4.3088 -0.3420 -0.709
C -0.5008 3.7789 -0.8876 -1.307
S -0.5930 2.0136 -1.3198 0.653
C -1.4008 2.0726 -2.9428 -1.446
C -0.6126 2.8073 -4.0243 -0.780
S 1.0998 2.2424 -4.1884 0.056
H 3.0823 3.4543 -4.1590 0.389
H 1.8483 4.3488 -5.0214 0.475
H 0.8351 5.0943 -2.8639 0.318
H 2.4948 5.5898 -3.0718 0.513
H 0.6978 5.3839 -0.1877 0.503
H 1.0309 3.8807 0.6392 0.261
H -0.7904 4.3324 -1.7793 0.572
H -1.2857 3.9392 -0.1467 0.583
H -2.3874 2.5204 -2.8133 0.707
H -1.4772 1.0096 -3.1942 0.415
H -0.6013 3.8852 -3.8605 0.440
H -1.1234 2.6376 -4.9726 0.545
C 2.3636 -3.9329 -1.4421 -0.636
S 2.3666 -2.3389 -2.2365 0.705
O 4.4980 -0.8624 -1.7561 -0.214
O 1.8341 -1.3845 -1.2108 -0.179
O -0.0481 -0.4979 -3.1181 -0.962
H 3.2340 -4.0289 -0.7970 0.315
H 2.3471 -4.7027 -2.2106 0.404
H 1.4428 -3.9603 -0.8582 0.055
F -3.6788 -6.7701 1.2356 -0.253
C -2.3658 -6.6984 0.9556 0.788
F -1.7254 -7.3633 1.9334 -0.263
F -2.1666 -7.3753 -0.1840 -0.279
C -1.8991 -5.2714 0.8640 0.365
C -1.6065 -4.6989 -0.3601 -0.584
C -1.1936 -3.3709 -0.4107 -0.785
C -1.0787 -2.6235 0.7559 -0.208
C -1.3989 -3.2093 1.9823 -0.223
C -1.8023 -4.5288 2.0387 -1.086
P -0.5943 -0.8781 0.5383 1.197
C 0.7013 -0.5909 1.7934 0.577
C 1.5005 -1.6113 2.3040 -0.767
C 2.6066 -1.3208 3.0875 -1.041
C 2.9283 -0.0027 3.3701 0.108
C 2.1498 1.0280 2.8635 -0.938
C 1.0510 0.7310 2.0768 -0.560
C 4.1551 0.3009 4.1832 0.828
F 4.0936 1.5133 4.7569 -0.277
F 4.3376 -0.5976 5.1659 -0.271
F 5.2676 0.2802 3.4275 -0.247
C -2.0675 -0.0254 1.2249 0.689
C -3.1601 0.0663 0.3637 -0.601
C -4.3170 0.7220 0.7507 -0.924
C -4.3801 1.3161 2.0024 0.342
C -3.2992 1.2381 2.8692 -1.215
C -2.1504 0.5657 2.4823 -0.162
C -5.6051 2.0613 2.4507 0.800
F -5.3237 3.3461 2.7406 -0.261
F -6.5721 2.0680 1.5226 -0.289
F -6.1303 1.5266 3.5679 -0.258
H -1.6988 -5.2774 -1.2691 0.492
H -0.9737 -2.9013 -1.3654 0.592
H -1.3322 -2.6275 2.8940 0.501
H -2.0444 -4.9867 2.9891 0.411
H 1.2700 -2.6452 2.0839 0.433
H 3.2169 -2.1235 3.4800 0.439
H 2.4056 2.0569 3.0779 0.453
H 0.4546 1.5442 1.6765 0.476
H -3.0988 -0.3663 -0.6295 0.403
H -5.1602 0.7833 0.0768 0.488
H -3.3564 1.6974 3.8480 0.412
H -1.3185 0.5023 3.1723 0.515
O 2.7962 0.9384 -1.7632 -0.436
S 3.8698 0.3789 -2.6576 1.016
O 4.0529 -2.1826 -2.0601 -0.173
O 3.2461 -0.2396 -3.7968 -0.487
O 4.9648 1.2666 -2.8064 -0.578
```

The multiplicity is 1. As for the LUMO energy: 0.00005 hartree. For the orbital gap, the calculation gives 8.068 eV. The net charge is 0. Its total energy is -5083.4115 a.u.

=====

2.
The following is a quantum chemistry calculation of a cluster of 2 separate species, BH3OS in total, from the OMol25 dataset.

Geometry as XYZ:
```
6
Properties=species:S:1:pos:R:3:nbo_charge:R:1
B 1.3518 0.1025 0.9597 0.939
O 0.8260 -0.9625 0.6545 -0.834
H 1.9128 0.9423 1.3402 -0.103
S -1.3281 0.5101 -1.4674 -0.339
H -0.6401 -0.5821 -0.9821 0.187
H -2.1225 -0.0103 -0.5048 0.151
```

The multiplicity is 1. As for the LUMO energy: 0.02186 hartree. For the orbital gap, the calculation gives 10.158 eV. The net charge is 0. Its SMILES is B=O.S. Its total energy is -500.0810 a.u.

=====

3.
The following is a quantum chemistry calculation of a structure of composition C25H45AgBr2Cl33F6P, from the OMol25 dataset.

Geometry as XYZ:
```
113
Properties=species:S:1:pos:R:3:mulliken_charge:R:1
Ag 13.0414 14.6047 17.4545 1.830
P 13.2992 12.0096 15.4319 1.757
F 12.2752 11.5089 14.2960 -0.651
F 12.5495 13.4556 15.3561 -0.501
F 12.2703 11.5385 16.5567 -0.163
F 14.3078 12.5695 16.6062 -0.581
F 14.0001 10.5008 15.3564 -0.237
F 14.3565 12.5439 14.3738 -0.397
Br 15.9475 16.8007 22.6981 -0.167
C 16.1190 15.2656 21.5423 -0.505
C 15.1791 15.6581 20.4199 -0.967
Br 14.9684 13.9752 19.3125 -0.281
H 15.7936 14.3853 22.0360 0.400
H 17.1649 15.1445 21.2111 0.354
H 15.6115 16.4146 19.8044 0.551
H 14.2168 15.8997 20.7475 0.449
C 9.3934 8.4607 18.7830 0.409
Cl 8.9155 9.5126 17.4310 -0.079
Cl 8.5636 6.8957 18.6519 -0.129
Cl 9.1663 9.3561 20.2664 -0.115
H 10.4458 8.2284 18.6379 -0.191
C 14.7875 9.2223 18.4077 0.731
Cl 13.0073 9.2857 18.3068 -0.094
Cl 15.3103 7.6930 19.0229 -0.108
Cl 15.3524 10.5252 19.4843 -0.111
H 15.1780 9.4196 17.3756 -0.610
C 20.2329 13.4974 12.5769 0.323
Cl 21.8588 13.2134 13.2165 -0.133
Cl 20.2419 14.4441 11.0652 -0.131
Cl 19.1574 14.2115 13.7822 -0.056
H 19.7570 12.5269 12.4310 -0.007
C 19.0880 9.2670 16.4511 0.293
Cl 20.8023 9.7160 16.1828 -0.147
Cl 18.0722 10.6443 17.0049 0.056
Cl 19.0069 7.8432 17.4548 -0.107
H 18.6516 8.9010 15.5110 -0.078
C 15.4914 13.8389 9.6803 -0.012
Cl 14.6575 14.0548 11.2245 0.079
Cl 17.1374 14.5291 9.7260 -0.076
Cl 14.6514 14.4652 8.3064 -0.129
H 15.5450 12.8063 9.4945 0.147
Cl 7.8085 11.3815 15.0478 -0.189
C 9.1878 12.4171 14.7627 0.880
C 9.4007 13.2733 15.9477 0.670
Cl 8.1725 14.6275 15.9462 -0.208
H 8.9923 13.0484 13.8867 0.242
H 9.9278 11.6898 14.5346 -0.850
H 10.3464 13.7971 15.8825 -0.710
H 9.4016 12.7824 16.8980 0.049
Cl 13.0664 6.7314 15.5753 -0.138
C 11.3828 7.1961 15.6749 0.393
C 11.0891 8.2419 14.5871 1.030
Cl 10.4256 7.4933 13.1042 -0.210
H 11.1760 7.5750 16.6896 -0.611
H 10.7804 6.3061 15.6350 0.495
H 12.0694 8.6694 14.3484 -0.678
H 10.2205 8.8888 14.9355 -0.263
Cl 13.3478 10.7211 9.7374 -0.177
C 12.3919 10.1299 11.0946 0.569
C 11.4241 11.2073 11.5363 0.232
Cl 10.3786 11.8133 10.2082 -0.218
H 13.0306 9.9106 11.9710 -0.578
H 11.9485 9.1368 10.9002 0.350
H 11.9918 12.0837 11.8827 -0.027
H 10.7749 10.7744 12.3274 -0.108
Cl 15.0874 19.1937 14.6927 -0.239
C 15.3088 17.5242 13.8894 -0.628
C 14.4431 16.4621 14.5919 0.294
Cl 15.1845 16.1782 16.2137 -0.126
H 16.3871 17.3454 14.0354 0.341
H 14.9773 17.6941 12.8926 0.449
H 14.5251 15.6016 13.9478 -0.014
H 13.4526 16.8523 14.7342 -0.241
Cl 12.1420 17.4141 19.0709 -0.072
C 10.8406 17.9825 18.0119 -0.640
C 11.1704 17.9949 16.5545 -0.538
Cl 11.3784 16.3384 15.9752 -0.149
H 10.5883 18.9501 18.4149 0.445
H 9.9484 17.4215 18.2704 0.297
H 12.0540 18.5346 16.2710 0.309
H 10.2957 18.3288 15.9316 0.232
Cl 19.3890 14.3635 17.5880 -0.190
C 20.4043 13.2905 18.6537 -0.209
C 21.8259 13.4598 18.1652 -0.324
Cl 23.0119 13.2347 19.4598 -0.212
H 20.0729 12.2608 18.4373 0.084
H 20.3077 13.6111 19.7055 0.330
H 22.0133 14.4398 17.7167 0.286
H 21.9850 12.7562 17.2832 0.219
Cl 16.0633 8.0616 14.9788 -0.222
C 15.5153 8.8049 13.4172 0.395
C 16.2249 10.1548 13.1540 -0.046
Cl 17.9388 9.8243 12.8262 -0.221
H 14.4552 8.9179 13.5563 -0.946
H 15.8153 8.1061 12.6231 0.715
H 16.1117 10.9127 13.8972 0.093
H 15.8719 10.4761 12.1865 0.144
Cl 9.0188 18.1481 13.0893 -0.212
C 8.7399 16.5222 12.4563 0.173
C 9.8995 15.9993 11.5729 -0.698
Cl 11.2738 15.3181 12.6567 -0.041
H 7.7928 16.4583 11.9258 0.418
H 8.7024 15.9197 13.3594 -0.335
H 10.2820 16.7810 10.9335 0.435
H 9.4433 15.1959 10.9592 0.246
Cl 12.6846 12.8123 21.7494 -0.173
C 12.2062 11.8485 20.3126 0.198
C 10.8658 12.3151 19.7180 -0.253
Cl 10.9909 13.9827 19.1527 -0.116
H 12.0611 10.8313 20.6731 0.400
H 12.9425 11.8038 19.5254 -0.513
H 10.1163 12.2847 20.4365 0.679
H 10.5895 11.7571 18.7943 -0.388
```

The multiplicity is 1. As for the LUMO energy: 0.00391 hartree. For the orbital gap, the calculation gives 10.473 eV. The net charge is 0. Its total energy is -22401.7094 a.u.